C7H12O | ωB97M-V with the def2-TZVPD basis set

The geometry in ORCA input format:
```
! RIJCOSX wB97M-V def2-TZVPD def2/J DEFGRID3
* xyz 0 1
C -1.45 -1.05 0.28
C -2.62 -0.85 -0.33
C -0.57 1.15 0.12
C -0.29 -0.13 0.46
C 1.03 -0.47 0.85
C 1.48 -1.66 1.37
C 0.33 2.33 0.18
H -1.37 -2.08 0.75
H -2.98 0.02 -0.91
H -3.21 -1.75 -0.55
H -1.55 1.45 -0.20
H 1.75 0.32 0.96
H 2.51 -1.44 1.99
H 0.79 -2.52 1.48
H 1.39 2.15 0.28
H 0.31 2.91 -0.75
H -0.05 2.92 0.98
H 0.72 -0.05 -1.90
H 1.42 0.36 -2.99
O 1.60 0.23 -2.10
*
```

SMILES = C=CC(C=C)=CC.O
energy = -9498.0434 eV
Kohn-Sham gap = 8.775 eV
M = 112.17 g mol⁻¹
energy above the lowest of the compared OMol25 structures with the same formula, charge and spin = 64.00 kcal/mol
strongest force on any atom = 3.82 eV/Å

Atom charges from the Löwdin analysis, given in e for atoms 1 to 4: -0.14, -0.02, -0.10, -0.29

C7H12O | ωB97M-V with the def2-TZVPD basis set

The geometry in ORCA input format:
```
! RIJCOSX wB97M-V def2-TZVPD def2/J DEFGRID3
* xyz 0 1
C 1.74 0.99 1.70
C 1.23 0.95 0.22
C 1.81 1.45 -0.85
C -1.17 1.24 -0.37
C -0.14 0.36 0.01
C -0.37 -1.05 0.25
C 0.42 -2.02 -0.32
H 2.76 1.01 1.75
H 1.39 0.25 2.38
H 1.51 2.02 2.09
H 1.26 1.31 -1.82
H 2.65 2.10 -0.77
H -2.20 0.99 -0.20
H -1.00 2.23 -0.69
H -1.19 -1.31 0.84
H 0.14 -3.00 -0.15
H 1.32 -1.88 -0.87
H -4.15 -1.93 -1.00
H -2.69 -1.92 -1.45
O -3.32 -1.80 -0.75
*
```

SMILES = C=CC(=C)C(=C)C.O
energy = -9498.0159 eV
Kohn-Sham gap = 9.382 eV
M = 112.17 g mol⁻¹
energy above the lowest of the compared OMol25 structures with the same formula, charge and spin = 64.63 kcal/mol
strongest force on any atom = 6.33 eV/Å

Atom charges from the Löwdin analysis, given in e for atoms 1 to 4: -0.02, -0.32, 0.03, 0.10

C7H12O | ωB97M-V with the def2-TZVPD basis set

The geometry in ORCA input format:
```
! RIJCOSX wB97M-V def2-TZVPD def2/J DEFGRID3
* xyz 0 1
C -1.02 -1.42 0.66
C -2.08 1.44 -0.09
C -0.68 -0.67 -0.60
C -1.19 0.59 -0.95
O -0.34 -1.46 -1.68
H 0.32 -2.12 -1.41
H -1.14 0.84 -2.00
H -0.23 -2.13 0.90
H -1.96 -1.97 0.50
H -1.15 -0.75 1.51
H -3.12 1.32 -0.40
H -2.01 1.20 0.97
H -1.83 2.50 -0.22
C 0.70 0.45 -0.25
C 3.06 -0.01 0.70
C 4.16 0.20 1.16
H 0.57 1.07 0.63
H 1.17 0.83 -1.14
H 1.62 -0.30 0.19
H 5.14 0.38 1.54
*
```

energy = -9494.4038 eV
Kohn-Sham gap = 8.680 eV
M = 112.17 g mol⁻¹
energy above the lowest of the compared OMol25 structures with the same formula, charge and spin = 147.93 kcal/mol
strongest force on any atom = 3.03 eV/Å

Atom charges from the Löwdin analysis, given in e for atoms 1 to 4: 0.00, -0.06, -0.52, -0.11

C7H12O2 | ωB97M-V with the def2-TZVPD basis set

The geometry in ORCA input format:
```
! RIJCOSX wB97M-V def2-TZVPD def2/J DEFGRID3
* xyz 0 1
C 0.04 -0.05 -1.72
C -0.52 1.18 -2.37
C -1.26 -1.23 0.86
C -0.34 -0.18 0.44
C 0.47 0.76 0.50
C 0.50 0.80 2.54
C 1.31 -0.01 3.20
O 1.38 -0.20 -2.09
O -0.68 -1.21 -2.07
H 1.73 -0.96 -1.61
H -0.67 -1.30 -3.04
H 1.19 1.48 0.17
H -0.05 1.62 3.01
H -1.55 1.34 -2.05
H 0.08 2.06 -2.15
H -0.52 1.07 -3.47
H -0.76 -1.96 1.49
H -1.66 -1.74 -0.02
H -2.10 -0.80 1.41
H 1.80 -0.85 2.72
H 1.60 0.17 4.24
*
```

energy = -11541.9669 eV
Kohn-Sham gap = 7.709 eV
M = 128.17 g mol⁻¹
energy above the lowest of the compared OMol25 structures with the same formula, charge and spin = 148.43 kcal/mol
strongest force on any atom = 7.48 eV/Å

Atom charges from the Löwdin analysis, given in e for atoms 1 to 4: -0.52, -0.04, -0.05, -0.15

C7H12O2S | ωB97M-V with the def2-TZVPD basis set

The geometry in ORCA input format:
```
! RIJCOSX wB97M-V def2-TZVPD def2/J DEFGRID3
* xyz 0 1
C 0.88 0.44 -0.93
C -0.27 1.03 -1.07
C -1.59 0.84 -0.29
C 0.11 -1.19 0.92
C -0.45 2.09 -2.07
C 0.63 -2.53 0.61
C 0.57 -0.37 2.02
O -2.02 -1.70 -0.62
O -2.51 -0.99 1.53
S -1.56 -0.83 0.44
H 1.91 0.67 -1.33
H -1.69 1.49 0.50
H -2.43 0.91 -0.99
H 0.08 3.08 -1.66
H -1.44 2.30 -2.20
H 0.03 1.89 -3.04
H 0.52 -2.79 -0.46
H 0.11 -3.12 1.34
H 1.74 -2.55 0.74
H 1.64 -0.47 2.07
H 0.01 -0.83 2.83
H 0.27 0.62 1.92
*
```

energy = -22378.0154 eV
Kohn-Sham gap (spin up / spin down) = 8.122 / 8.649 eV
M = 160.24 g mol⁻¹
energy above the lowest of the compared OMol25 structures with the same formula, charge and spin = 101.92 kcal/mol
strongest force on any atom = 4.79 eV/Å

Atom charges from the Löwdin analysis, given in e for atoms 1 to 4: 0.16, -0.44, -0.16, -0.43

C7H12O3 | ωB97M-V with the def2-TZVPD basis set

The geometry in ORCA input format:
```
! RIJCOSX wB97M-V def2-TZVPD def2/J DEFGRID3
* xyz 0 1
C -3.53 -1.67 1.24
C -2.86 -0.30 1.21
C -1.39 -0.38 1.17
C -0.20 -0.43 0.99
C 1.25 -0.54 0.88
C 1.86 -0.18 -0.46
O 2.87 -0.72 -0.86
H -3.28 -2.25 0.34
H -3.20 -2.24 2.12
H -4.62 -1.56 1.29
H -3.21 0.28 0.34
H -3.14 0.28 2.10
H 1.74 0.10 1.64
H 1.59 -1.56 1.14
O 1.72 1.43 -0.69
C 2.87 2.16 -1.10
H 3.70 2.02 -0.41
H 3.18 1.82 -2.10
H 2.57 3.22 -1.12
H 0.72 0.99 -2.12
O 0.37 -0.08 -2.46
H 0.99 -0.39 -3.13
*
```

SMILES = CCC#CCC(=O)OC.O
energy = -13592.4140 eV
Kohn-Sham gap = 10.096 eV
M = 144.17 g mol⁻¹
energy above the lowest of the compared OMol25 structures with the same formula, charge and spin = 84.40 kcal/mol
strongest force on any atom = 5.29 eV/Å

Atom charges from the Löwdin analysis, given in e for atoms 1 to 4: -0.11, -0.27, -0.03, -0.01

C7H12P | ωB97M-V with the def2-TZVPD basis set

The geometry in ORCA input format:
```
! RIJCOSX wB97M-V def2-TZVPD def2/J DEFGRID3
* xyz 1 1
C -0.34 1.94 -2.33
C 0.37 0.74 -2.56
C -1.08 2.91 -2.28
C 0.34 -0.38 -1.70
C 0.79 -1.21 2.47
C -1.26 0.59 0.74
C 0.97 -1.30 0.97
P -0.31 -0.70 -0.09
H -1.19 -1.67 -0.20
H 1.14 0.84 -3.37
H -1.45 3.89 -2.17
H 1.05 -1.20 -1.96
H 1.68 -1.56 2.90
H 0.49 -0.26 2.74
H 0.09 -1.97 2.80
H -1.75 1.19 0.00
H -0.53 1.30 1.31
H -2.06 0.05 1.48
H 1.25 -2.42 0.85
H 1.79 -0.78 0.41
*
```

energy = -16732.1027 eV
Kohn-Sham gap = 9.069 eV
M = 127.15 g mol⁻¹
energy above the lowest of the compared OMol25 structures with the same formula, charge and spin = 43.75 kcal/mol
strongest force on any atom = 3.44 eV/Å

Atom charges from the Löwdin analysis, given in e for atoms 1 to 4: -0.14, -0.10, 0.19, -0.21

C7H12P | ωB97M-V with the def2-TZVPD basis set

The geometry in ORCA input format:
```
! RIJCOSX wB97M-V def2-TZVPD def2/J DEFGRID3
* xyz 1 1
C 1.01 -1.49 -1.94
C -0.31 -2.01 -1.90
C 1.32 -0.57 -1.01
C -1.15 -1.41 -0.99
C -0.35 2.32 -0.37
C 0.05 -1.38 1.53
C -0.61 1.24 0.68
P -0.07 -0.47 0.07
H 1.82 -1.78 -2.71
H -0.40 -2.76 -2.65
H 2.31 -0.02 -0.83
H -2.11 -1.51 -0.72
H 0.69 2.33 -0.76
H -0.79 2.05 -1.28
H -0.61 3.31 -0.10
H 0.80 -1.16 2.21
H 0.31 -2.46 1.48
H -0.98 -1.28 1.96
H -1.67 1.26 0.88
H -0.07 1.48 1.62
*
```

energy = -16733.9999 eV
Kohn-Sham gap = 9.014 eV
M = 127.15 g mol⁻¹
energy above the lowest of the compared OMol25 structures with the same formula, charge and spin = 0.00 kcal/mol
strongest force on any atom = 4.10 eV/Å

Atom charges from the Löwdin analysis, given in e for atoms 1 to 4: -0.14, -0.10, -0.17, -0.09

C7H12S | ωB97M-V with the def2-TZVPD basis set

The geometry in ORCA input format:
```
! RIJCOSX wB97M-V def2-TZVPD def2/J DEFGRID3
* xyz 0 1
C 1.42 -2.83 -0.24
C 0.93 -1.72 -0.34
C -0.30 1.79 -0.37
C 0.35 0.49 1.67
C -1.83 -0.03 0.26
C 0.42 -0.47 -0.60
C -0.33 0.45 0.25
S -0.15 -0.57 -2.33
H 1.86 -3.76 -0.43
H -0.85 1.87 -1.31
H -0.51 2.64 0.32
H 0.75 2.01 -0.64
H 1.26 1.01 1.60
H -0.15 1.15 2.30
H 0.33 -0.54 2.04
H -2.30 0.53 1.12
H -1.79 -1.06 0.47
H -2.16 0.12 -0.69
H 2.49 0.52 -0.52
H 0.56 -1.62 -2.56
*
```

energy = -18282.4128 eV
Kohn-Sham gap (spin up / spin down) = 7.233 / 8.950 eV
M = 128.24 g mol⁻¹
energy above the lowest of the compared OMol25 structures with the same formula, charge and spin = 157.26 kcal/mol
strongest force on any atom = 4.57 eV/Å

Atom charges from the Löwdin analysis, given in e for atoms 1 to 4: 0.14, -0.28, -0.11, -0.02

C7H12S | ωB97M-V with the def2-TZVPD basis set

The geometry in ORCA input format:
```
! RIJCOSX wB97M-V def2-TZVPD def2/J DEFGRID3
* xyz 0 1
C 0.68 1.06 -0.77
C 2.82 0.22 1.05
C -1.70 -0.27 -0.36
C -0.67 -1.15 0.39
C -1.68 1.28 -0.12
C 0.60 -1.30 -0.43
C -0.14 1.54 0.13
S 2.00 -0.02 -0.37
H 0.34 0.91 -1.80
H 3.79 -0.35 1.02
H 2.42 0.34 1.92
H -1.35 -0.25 -1.45
H -2.71 -0.55 -0.09
H -0.56 -0.75 1.38
H -1.21 -2.16 0.28
H -2.02 1.76 -1.09
H -2.35 1.62 0.71
H 1.18 -2.07 -0.14
H 0.25 -1.51 -1.41
H 0.32 1.66 1.15
*
```

energy = -18283.4418 eV
Kohn-Sham gap = 8.308 eV
M = 128.24 g mol⁻¹
energy above the lowest of the compared OMol25 structures with the same formula, charge and spin = 133.53 kcal/mol
strongest force on any atom = 5.43 eV/Å

Atom charges from the Löwdin analysis, given in e for atoms 1 to 4: -0.39, -0.38, -0.22, -0.21

C7H13BFN3O2S | ωB97M-V with the def2-TZVPD basis set

The geometry in ORCA input format:
```
! RIJCOSX wB97M-V def2-TZVPD def2/J DEFGRID3
* xyz 0 1
C 3.49 -0.43 1.73
S 2.34 -1.90 1.54
O 1.70 -1.90 0.17
O 1.25 -1.91 2.57
B 3.47 -3.43 1.63
F 4.19 -3.68 0.44
H 3.65 -0.04 0.67
H 3.05 0.35 2.42
H 4.52 -0.75 2.10
H 3.55 -4.13 2.58
C -0.60 -0.43 -2.06
C -1.00 0.90 -2.53
N -1.32 1.94 -2.90
H 0.29 -0.78 -2.58
H -0.38 -0.42 -0.99
H -1.39 -1.17 -2.23
C -3.76 3.56 -5.06
C -4.27 3.53 -6.43
N -4.67 3.51 -7.51
H -3.25 2.64 -4.80
H -3.06 4.38 -4.91
H -4.57 3.70 -4.34
C -0.93 -0.84 4.94
C 0.24 -0.07 5.36
N 1.16 0.54 5.68
H -0.93 -1.84 5.39
H -1.86 -0.35 5.24
H -0.96 -0.97 3.86
*
```

SMILES = CS(=O)(=O)BF.CC#N.CC#N.CC#N
energy = -30262.4617 eV
Kohn-Sham gap = 9.660 eV
M = 233.08 g mol⁻¹
strongest force on any atom = 4.81 eV/Å

Atom charges from the Löwdin analysis, given in e for atoms 1 to 4: -0.14, 0.69, -0.39, -0.39

C7H13BrFIO | ωB97M-V with the def2-TZVPD basis set

The geometry in ORCA input format:
```
! RIJCOSX wB97M-V def2-TZVPD def2/J DEFGRID3
* xyz 0 1
C -3.87 -0.10 1.64
C 2.14 1.21 -1.53
C 3.04 -0.97 -2.47
C -2.87 -1.27 1.33
C 2.37 -0.21 -1.38
C -1.54 -0.72 1.02
C -0.59 -1.55 0.15
O 1.94 -0.97 -0.48
F -1.56 0.58 0.42
Br -0.96 -3.35 0.38
I -1.05 -1.15 -1.98
H -3.52 0.19 2.65
H -3.72 0.78 1.06
H -4.81 -0.49 1.65
H 3.11 1.67 -1.49
H 1.59 1.40 -2.51
H 1.51 1.62 -0.70
H 2.27 -1.10 -3.23
H 3.28 -1.98 -2.28
H 3.92 -0.46 -2.97
H -2.81 -2.10 2.11
H -3.25 -1.72 0.37
H -1.06 0.40 -1.73
H -0.85 -0.56 1.95
*
```

energy = -90372.2711 eV
Kohn-Sham gap (spin up / spin down) = 6.909 / 6.909 eV
M = 338.99 g mol⁻¹
energy above the lowest of the compared OMol25 structures with the same formula, charge and spin = 101.67 kcal/mol
strongest force on any atom = 6.00 eV/Å

Atom charges from the Löwdin analysis, given in e for atoms 1 to 4: -0.07, -0.04, -0.05, -0.28